*1*
ORCA calculation (the ωB97M-V functional and the def2-TZVPD basis) on 2 unconnected molecules or ions with the total composition C4H16N3O.

Geometry as XYZ:
```
24
Properties=species:S:1:pos:R:3
N -0.02 0.02 1.59
C -0.16 -1.28 0.79
C -0.11 -0.87 -0.69
N -1.14 0.14 -0.91
C -0.90 1.25 -1.85
C 0.52 1.84 -1.79
N 0.77 2.47 -0.43
H -0.90 0.48 1.77
H 0.66 0.62 1.07
H 0.45 -0.16 2.47
H -1.16 -1.63 1.02
H 0.67 -1.96 0.98
H -0.20 -1.73 -1.36
H 0.84 -0.43 -0.97
H -2.08 -0.18 -1.08
H -1.12 0.97 -2.88
H -1.46 2.13 -1.55
H 0.82 2.40 -2.67
H 1.40 1.16 -1.78
H 1.54 3.10 -0.47
H -0.15 2.80 -0.18
H 1.28 -3.67 2.57
H 0.03 -4.09 3.40
O 0.44 -3.37 2.95
```

Computed properties:
LUMO energy (eV): -2.866
Spin multiplicity: 1
E_HOMO (eV): -12.66
Net charge: +1
Orbital gap (eV): 9.8

Atom charges from the Mulliken analysis, given in e for atoms 1 to 8:
1 N -0.2492
2 C -0.5523
3 C -0.7215
4 N -0.1249
5 C -0.7484
6 C -0.5880
7 N -0.4875
8 H 0.3481



*2*
ORCA calculation (the ωB97M-V functional and the def2-TZVPD basis) on 2 unconnected molecules or ions with the total composition C4H16N3O.

Geometry as XYZ:
```
24
Properties=species:S:1:pos:R:3
N -0.42 -1.10 1.07
C -0.16 -0.49 -0.29
C -1.09 0.76 -0.38
C -0.43 2.03 0.31
N 0.25 1.84 1.59
C -0.10 -1.40 -1.52
N -1.06 -2.51 -1.29
H -0.21 -2.10 0.99
H 0.26 -0.78 1.76
H -1.33 -0.77 1.40
H 0.77 0.06 -0.21
H -2.09 0.58 0.05
H -1.18 1.07 -1.44
H -1.26 2.71 0.54
H 0.13 2.35 -0.59
H 0.60 0.98 1.94
H 0.36 2.63 2.19
H -0.30 -0.63 -2.28
H 0.88 -1.86 -1.70
H -0.83 -3.19 -2.00
H -1.97 -2.10 -1.48
H 2.66 1.23 0.81
H 3.66 0.11 0.35
O 2.84 0.56 0.16
```

Computed properties:
LUMO energy (eV): -3.177
Spin multiplicity: 1
E_HOMO (eV): -12.90
Net charge: +1
Orbital gap (eV): 9.7

Atom charges from the Mulliken analysis, given in e for atoms 1 to 8:
1 N -0.1176
2 C 0.3613
3 C -0.7902
4 C -0.5011
5 N -0.2891
6 C -0.7338
7 N -0.5935
8 H 0.3676



It turns out *1* is the most stable, with the second structure 0.0201 hartree higher.



*1*
ORCA calculation (the ωB97M-V functional and the def2-TZVPD basis) on a molecular structure, C6H9N3O4.

Geometry as XYZ:
```
22
Properties=species:S:1:pos:R:3
C -0.82 2.41 -0.14
C -1.72 1.30 0.12
C -1.16 -1.32 -0.04
C -2.62 -1.62 0.16
C 2.50 -1.00 -0.42
C 1.81 -0.07 0.48
N -0.91 0.08 -0.17
N 0.33 0.52 -0.50
N 0.36 1.82 -0.49
O 1.43 2.38 -0.84
O -2.89 1.27 0.43
O -0.34 -2.16 -0.15
O 2.31 1.08 0.98
H -0.98 3.38 0.08
H -3.06 -2.15 -0.68
H -3.12 -0.75 0.49
H -2.69 -2.30 1.02
H 1.68 -1.37 -1.08
H 3.30 -0.63 -1.02
H 2.61 -1.87 0.25
H 1.25 -0.64 1.23
H 2.72 1.63 0.28
```

Computed properties:
LUMO energy (spin up / spin down) (eV): -0.242 / -0.242
Spin multiplicity: 1
E_HOMO (spin up / spin down) (eV): -8.97 / -8.97
Net charge: 0
Orbital gap (spin up / spin down) (eV): 8.7 / 8.7

Atom charges from the Mulliken analysis, given in e for atoms 1 to 8:
1 C -0.7514
2 C 0.6414
3 C 0.6409
4 C -1.0160
5 C -1.0439
6 C 0.4013
7 N 0.3041
8 N -0.4790



*2*
ORCA calculation (the ωB97M-V functional and the def2-TZVPD basis) on a molecular structure, C6H9N3O4.

Geometry as XYZ:
```
22
Properties=species:S:1:pos:R:3
C 3.10 0.37 -0.12
C 1.84 0.65 -0.59
C 1.76 -0.74 1.12
C -1.20 0.05 1.20
C -0.96 0.76 -1.32
C -0.41 -0.01 -0.12
N 2.99 -0.56 0.89
N 0.95 -0.06 0.17
N -0.75 -1.77 -0.67
O -1.58 -2.38 -0.08
O -0.17 -2.04 -1.67
O -2.56 0.16 1.02
O -0.83 2.11 -1.08
H 4.12 0.61 -0.27
H 1.39 1.28 -1.40
H 1.23 -1.28 1.89
H -0.90 0.83 1.78
H -1.08 -0.83 1.80
H -2.03 0.29 -1.20
H -0.39 0.60 -2.17
H -3.17 -0.57 1.17
H -1.34 2.53 -0.35
```

Computed properties:
LUMO energy (eV): 0.279
Spin multiplicity: 1
E_HOMO (eV): -9.10
Net charge: 0
Orbital gap (eV): 9.4

Atom charges from the Mulliken analysis, given in e for atoms 1 to 8:
1 C -0.6068
2 C -0.1946
3 C 0.0658
4 C -1.1084
5 C -1.2362
6 C 0.8962
7 N -0.6217
8 N 0.2765



It turns out *1* is the most stable, with the second structure 0.0301 hartree higher.



*1*
ORCA calculation (the ωB97M-V functional and the def2-TZVPD basis) on 2 unconnected molecules or ions with the total composition CH2BrO3P.

Geometry as XYZ:
```
8
Properties=species:S:1:pos:R:3
C 1.44 1.05 -1.09
O -0.72 -0.01 2.45
O -2.32 -0.21 0.53
O -0.44 -2.02 0.86
P -1.09 -0.70 1.19
Br 0.40 0.73 -2.77
H 2.01 0.22 -0.88
H 0.71 0.95 -0.28
```

Computed properties:
LUMO energy (eV): 6.170
Spin multiplicity: 1
E_HOMO (eV): 1.11
Net charge: -2
Orbital gap (eV): 5.1

Charges computed using Mulliken, reported in e:
1 C -0.3494
2 O -0.6520
3 O -0.6353
4 O -0.6456
5 P 0.9230
6 Br -0.4187
7 H -0.0153
8 H -0.2067



*2*
ORCA calculation (the ωB97M-V functional and the def2-TZVPD basis) on a gas-phase ion, CH2BrO3P (charge -2).

Geometry as XYZ:
```
8
Properties=species:S:1:pos:R:3
C -0.56 -0.07 0.72
O 0.43 -0.71 -1.91
O 0.73 1.67 -1.14
O 1.94 -0.22 0.16
P 0.78 0.21 -0.82
Br -2.27 -0.97 0.44
H 0.05 -0.74 1.35
H -1.09 0.83 1.20
```

Computed properties:
LUMO energy (eV): 5.776
Spin multiplicity: 1
E_HOMO (eV): 0.53
Net charge: -2
Orbital gap (eV): 5.2
SMILES: O=P([O-])([O-])CBr

Charges computed using Mulliken, reported in e:
1 C -0.5371
2 O -0.7346
3 O -0.7731
4 O -0.8528
5 P 0.8091
6 Br -0.3636
7 H 0.2079
8 H 0.2441



It turns out *2* is the most stable, with the second structure 0.0307 hartree higher.



*1*
ORCA calculation (the ωB97M-V functional and the def2-TZVPD basis) on C18H13N3O in the gas phase.

Geometry as XYZ:
```
35
Properties=species:S:1:pos:R:3
O -2.08 1.62 2.49
N -2.67 2.02 1.51
N 0.21 0.68 -2.18
C -0.62 1.43 -1.48
C -0.06 0.26 0.61
C -0.91 1.22 -0.11
C -2.01 1.97 0.26
C 0.83 -0.52 -0.09
C -2.78 3.76 -3.46
C -3.67 4.11 -2.44
C 3.92 -2.50 0.99
C 3.10 -1.58 0.33
C -1.69 2.90 -3.24
C -3.54 3.61 -1.13
C 3.40 -3.39 1.90
C 1.23 -2.40 1.54
C 1.74 -1.50 0.57
C -1.58 2.41 -1.95
C -2.47 2.73 -0.90
C 2.02 -3.38 2.15
N 0.93 -0.27 -1.48
C 1.40 -4.33 3.13
H -0.20 0.08 1.70
H -2.92 4.16 -4.45
H -4.51 4.75 -2.59
H 4.95 -2.55 0.79
H 3.59 -0.90 -0.37
H -0.96 2.63 -4.01
H -4.22 3.91 -0.38
H 4.07 -4.05 2.42
H 0.18 -2.34 1.77
H 1.62 -0.82 -1.98
H 0.38 -4.54 2.78
H 1.97 -5.29 3.18
H 1.34 -3.87 4.13
```

Computed properties:
LUMO energy (eV): -0.715
Spin multiplicity: 1
E_HOMO (eV): -7.60
Net charge: 0
Orbital gap (eV): 6.9
SMILES: Cc1cccc(-c2cc3c(N=O)c4ccccc4c-3n[nH]2)c1

Atom charges from the Mulliken analysis, given in e for atoms 1 to 8:
1 O -0.3948
2 N -0.3150
3 N -0.8865
4 C 0.2202
5 C -0.6471
6 C 0.7646
7 C -0.2098
8 C 0.2814



*2*
ORCA calculation (the ωB97M-V functional and the def2-TZVPD basis) on C18H13N3O in the gas phase.

Geometry as XYZ:
```
35
Properties=species:S:1:pos:R:3
C -0.48 -0.41 0.88
C -1.13 -1.28 1.42
N -0.14 1.97 0.22
N -1.97 -3.55 1.37
O 3.21 -0.51 -1.82
C 0.69 2.56 -0.58
C 0.26 0.63 0.23
C 1.39 0.47 -0.50
C -1.84 -2.38 2.05
C -2.62 -4.59 1.94
C -2.31 -2.25 3.38
C -3.19 -4.49 3.27
C -3.09 -3.27 3.98
C 5.01 2.20 -3.56
C 4.21 3.28 -3.20
C 4.66 0.93 -3.07
C 3.11 3.15 -2.39
C 3.54 0.77 -2.24
C 2.76 1.88 -1.88
N 1.69 1.70 -1.01
C 2.12 -0.74 -0.89
C -2.74 -5.84 1.14
H 0.60 3.61 -0.82
H -2.12 -1.31 3.89
H -3.62 -5.36 3.70
H -3.52 -3.20 4.99
H 5.80 2.33 -4.35
H 4.42 4.20 -3.68
H 5.17 0.02 -3.39
H 2.48 4.03 -2.21
H 1.40 -1.41 -1.39
H 2.52 -1.21 0.03
H -2.11 -5.81 0.27
H -2.45 -6.70 1.77
H -3.76 -5.97 0.79
```

Computed properties:
LUMO energy (eV): 0.402
Spin multiplicity: 1
E_HOMO (eV): -8.15
Net charge: 0
Orbital gap (eV): 8.6
SMILES: Cc1cccc(C#Cc2ncn3c2COc2ccccc2-3)n1

Atom charges from the Mulliken analysis, given in e for atoms 1 to 8:
1 C -0.1177
2 C -0.1437
3 N -0.6909
4 N -0.4651
5 O -0.4851
6 C -0.1111
7 C 0.5574
8 C 0.0686



It turns out *2* is the most stable, with the second structure 0.0341 hartree higher.



*1*
ORCA calculation (the ωB97M-V functional and the def2-TZVPD basis) on C2H3BrN2 in the gas phase.

Geometry as XYZ:
```
8
Properties=species:S:1:pos:R:3
C 0.53 1.52 0.23
C 0.02 0.13 0.08
N 1.67 2.10 0.95
N 0.58 2.20 1.53
Br -0.29 3.08 -1.42
H 0.39 -0.45 -0.86
H -1.07 0.21 0.02
H 0.22 -0.58 0.94
```

Computed properties:
LUMO energy (eV): -0.954
Spin multiplicity: 1
E_HOMO (eV): -10.18
Net charge: 0
Orbital gap (eV): 9.2
SMILES: CC1(Br)N=N1

Charges computed using Mulliken, reported in e:
1 C 0.5155
2 C -0.8348
3 N -0.1367
4 N -0.1649
5 Br -0.2424
6 H 0.2589
7 H 0.2729
8 H 0.3314



*2*
ORCA calculation (the ωB97M-V functional and the def2-TZVPD basis) on 2 unconnected molecules or ions with the total composition C2H3BrN2.

Geometry as XYZ:
```
8
Properties=species:S:1:pos:R:3
C 1.71 -0.27 -0.84
C 0.43 -0.25 -0.09
N 2.23 -2.55 -0.09
N 1.87 -3.56 0.09
Br 2.90 0.92 0.08
H 0.77 -0.52 1.01
H -0.10 -1.18 -0.40
H 0.10 0.74 -0.23
```

Computed properties:
LUMO energy (eV): -0.494
Spin multiplicity: 1
E_HOMO (eV): -8.83
Net charge: 0
Orbital gap (eV): 8.3

Charges computed using Mulliken, reported in e:
1 C 0.0461
2 C -0.8946
3 N 0.2448
4 N -0.2666
5 Br -0.1077
6 H 0.3104
7 H 0.2532
8 H 0.4145



It turns out *2* is the most stable, with the second structure 0.0141 hartree higher.